A.
DFT (ωB97M-V/def2-TZVPD) results for a 2-piece molecular cluster, C5H14N2O overall.

```
22
C5H14N2O (ωB97M-V/def2-TZVPD)
C 1.54739 -0.97810 -0.78306
C 1.35746 0.31316 -0.03500
C 1.79781 1.57036 -0.74078
N 1.25059 0.23145 1.27290
H 2.56539 -1.06263 -1.17338
H 0.83358 -1.03190 -1.60834
H 1.35786 -1.83478 -0.14200
H 1.39958 1.59811 -1.75675
H 2.88896 1.60522 -0.81929
H 1.46628 2.46403 -0.20736
H 1.39856 1.12718 1.73586
N -1.94535 -0.86754 -0.85031
C -1.59597 0.24386 0.02996
C -1.45258 -0.17675 1.45040
O -1.80153 -1.49505 1.74766
H -1.83589 -0.61916 -1.82383
H -2.90463 -1.15652 -0.69137
H -0.51272 0.54311 -0.31021
H -2.23224 1.13150 -0.06949
H -0.14326 -0.06475 1.60612
H -1.90974 0.49072 2.17791
H -1.52955 -2.03150 0.99035
```

Output
Multiplicity   1
Structure (SMILES)   CC(C)=N.NCCO
Frontier orbital gap   0.31457 Ha
LUMO level   0.8 eV

B.
DFT (ωB97M-V/def2-TZVPD) results for a 2-piece molecular cluster, C5H14N2O overall.

```
22
C5H14N2O (ωB97M-V/def2-TZVPD)
C -1.95574 -0.75016 0.08739
C -1.28895 0.37470 0.36312
N -1.55153 1.58130 -0.25081
C -0.21871 0.46146 1.41377
C 1.21594 0.39838 0.83666
C 1.66435 -1.05192 0.63239
N 1.29300 1.19677 -0.38304
H -2.75278 -0.76852 -0.63714
H -1.79543 -1.64989 0.65210
H -0.74094 2.18125 -0.31712
H -2.08979 1.52863 -1.10243
H -0.34095 1.41835 1.92531
H -0.33957 -0.33903 2.14280
H 1.88305 0.86697 1.57148
H 2.67264 -1.07723 0.21961
H 1.66653 -1.58929 1.57978
H 0.99789 -1.55951 -0.06159
H 2.26377 1.37720 -0.61462
H 0.90595 0.65846 -1.15569
O -0.13770 -0.94825 -2.30583
H -0.61355 -1.31432 -3.05283
H -0.73750 -0.99536 -1.54328
```

Output
Multiplicity   1
Structure (SMILES)   C=C(N)C[C@@H](C)N.O
Frontier orbital gap   0.33657 Ha
LUMO level   0.9 eV

C.
DFT (ωB97M-V/def2-TZVPD) results for C5H14N2O in the gas phase.

```
22
C5H14N2O (ωB97M-V/def2-TZVPD)
C 2.44617 2.53474 0.36697
N 1.08133 2.03871 0.45844
C 0.77862 0.72274 -0.04573
C -0.56801 0.28659 0.51753
C -1.28598 -0.80019 -0.28693
N -2.66679 -0.89944 0.20196
C -0.53022 -2.11986 -0.22160
O -0.94946 -2.90934 -1.35564
H 2.41890 3.61561 0.45447
H 2.92579 2.26943 -0.58657
H 3.03628 2.09207 1.16120
H 0.40927 2.73396 0.17352
H 1.59663 0.06635 0.26145
H 0.70195 0.67723 -1.14674
H -1.25784 1.12140 0.48948
H -0.50360 0.02701 1.57792
H -1.25992 -0.47365 -1.32675
H -3.22183 -1.40663 -0.48151
H -2.68746 -1.50266 1.01892
H -0.74108 -2.65470 0.70839
H 0.52164 -1.88714 -0.37192
H -0.24438 -3.53223 -1.56689
```

Output
Multiplicity   1
Structure (SMILES)   CNCC[C@H](N)CO
Frontier orbital gap   0.34605 Ha
LUMO level   0.9 eV

D.
DFT (ωB97M-V/def2-TZVPD) results for a 2-piece molecular cluster, C5H14N2O overall.

```
22
C5H14N2O (ωB97M-V/def2-TZVPD)
H -2.36268 1.48561 1.70287
N -1.73887 1.55838 2.59793
C -0.51532 1.78169 2.46028
N -0.02824 2.25867 1.19399
C 0.27558 1.35816 0.02578
C 1.50433 0.45332 0.03132
C 1.03609 -1.06899 0.31031
C 0.48289 -1.65151 -0.98329
H 0.16322 1.82306 3.32432
H 0.84383 2.96402 1.13995
H 0.26533 2.00449 -0.83746
H -0.56034 0.67369 -0.05064
H 1.86664 0.52670 -0.99412
H 2.08325 0.93742 0.76983
H 1.79989 -1.75408 0.62808
H 0.25321 -1.25018 0.93157
H -0.58721 -2.10701 -0.93416
H 0.50124 -0.89345 -1.81684
H 1.14712 -2.49972 -1.26949
O -1.82313 -1.94375 -2.66243
H -2.16861 -2.70195 -2.09231
H -2.43822 -1.95458 -3.47552
```

Output
Multiplicity   1
Structure (SMILES)   [H]/N=C\NCCCC.O
Frontier orbital gap   0.34907 Ha
LUMO level   0.6 eV

Of them, D has the lowest stability.

A.
DFT (ωB97M-V/def2-TZVPD) results for C4H5N in the gas phase.

```
10
C4H5N (ωB97M-V/def2-TZVPD)
C -1.76079 -1.19313 -0.97034
C -0.91228 -0.73155 -0.24908
C 0.18074 -0.27879 0.59127
C 1.22880 0.58614 -0.00814
N 0.35206 1.10925 1.03156
H -2.51286 -1.58100 -1.62334
H 0.46094 -0.98291 1.36833
H 1.05207 0.91725 -1.02866
H 2.27644 0.44247 0.25033
H -0.36511 1.71226 0.63807
```

Output
Multiplicity   1
Structure (SMILES)   C#C[C@H]1CN1
Frontier orbital gap   0.38886 Ha
LUMO level   1.1 eV

B.
DFT (ωB97M-V/def2-TZVPD) results for C4H5N in the gas phase.

```
10
C4H5N (ωB97M-V/def2-TZVPD)
C 0.15692 -0.16721 2.94587
N 0.22725 -1.17743 2.16604
C 0.06399 -0.72211 0.66064
C -0.21709 -0.45611 -0.47250
C -0.52811 -0.20379 -1.86834
H 0.42281 -0.29793 4.07820
H -0.08311 0.87218 2.63195
H -0.62260 -1.25132 -2.29440
H 0.31395 0.34784 -2.42719
H -1.29716 0.45575 -2.04507
```

Output
Multiplicity   1
Structure (SMILES)   C=NC#CC
Frontier orbital gap   0.38933 Ha
LUMO level   0.9 eV

Of them, B has the lowest stability.

A.
DFT (ωB97M-V/def2-TZVPD) results for C4H5N as an isolated structure.

```
10
C4H5N (ωB97M-V/def2-TZVPD)
N -1.12365 0.36415 -1.50285
C -1.22686 0.59727 -0.29893
C -0.70410 0.63475 0.92824
C 0.66357 0.07800 0.55723
C 0.25285 -0.51451 -0.83469
H -1.20834 0.63034 1.86114
H 1.01697 -0.70885 1.24388
H 1.47185 0.82323 0.47267
H -0.09337 -1.54499 -0.77487
H 0.95108 -0.35937 -1.65182
```

Output
Multiplicity   1
Frontier orbital gap   0.28780 Ha
LUMO level   0.2 eV

B.
DFT (ωB97M-V/def2-TZVPD) results for C4H5N in the gas phase.

```
10
C4H5N (ωB97M-V/def2-TZVPD)
C 0.68029 -0.32555 0.91771
C 0.03463 0.31271 -0.33674
C 0.07800 -1.09877 1.76780
C -1.45418 0.05427 -0.67904
N -2.46093 -0.09528 -0.01780
H 1.66536 -0.00920 0.77354
H 0.57027 0.14797 -1.16946
H -0.95939 -1.45133 1.89364
H 0.20512 1.37852 -0.17955
H -1.72900 0.23295 -1.74074
```

Output
Multiplicity   1
Frontier orbital gap (alpha / beta)   0.32776 / 0.33306 Ha
LUMO level (alpha / beta)   -0.2 / -0.3 eV

Of them, B has the lowest stability.

A.
DFT (ωB97M-V/def2-TZVPD) results for C4H5N in the gas phase.

```
10
C4H5N (ωB97M-V/def2-TZVPD)
N -1.67248 -2.02386 -0.57955
C -1.12055 -1.26215 0.09359
C -0.05561 -0.41663 0.55445
C -0.07852 1.05749 0.28593
C 0.75931 0.17182 -0.58032
H 0.48103 -0.81022 1.40929
H 0.40449 1.68032 1.02983
H -0.98702 1.45399 -0.15358
H 1.83409 0.16802 -0.45787
H 0.43526 -0.01878 -1.60175
```

Output
Multiplicity   1
Structure (SMILES)   N#CC1CC1
Frontier orbital gap   0.42848 Ha
LUMO level   1.0 eV

B.
DFT (ωB97M-V/def2-TZVPD) results for C4H5N as an isolated structure.

```
10
C4H5N (ωB97M-V/def2-TZVPD)
C -1.90345 0.09312 -1.35662
C -1.01809 0.20890 -0.55266
C 0.06340 0.39534 0.37674
C 1.29360 -0.77894 0.88571
N 1.39786 0.21803 -0.14487
H -2.68727 -0.01572 -2.06869
H -0.03837 1.26244 1.01825
H 0.00733 -0.84560 1.05332
H 1.56694 -0.27865 1.82767
H 1.31804 -0.25893 -1.03885
```

Output
Multiplicity   1
Frontier orbital gap   0.36658 Ha
LUMO level   1.0 eV

Of them, B has the lowest stability.

A.
DFT (ωB97M-V/def2-TZVPD) results for a 3-piece molecular cluster, C4H15N2O overall.

```
22
C4H15N2O (ωB97M-V/def2-TZVPD)
C -1.20194 -1.79083 0.44343
C -2.18162 -0.61479 0.28233
C -2.44524 -0.28395 -1.17626
C 3.10299 2.02501 -0.60629
N 2.49506 0.73064 -0.59488
N -0.44786 -1.57084 1.63746
H -0.52294 -1.80577 -0.43371
H -1.74881 -2.73550 0.50701
H -3.07327 -0.87958 0.84740
H -1.70794 0.25188 0.77472
H -1.53246 0.10025 -1.62727
H -3.17027 0.52668 -1.24117
H 3.37211 2.42695 0.38199
H 2.47167 2.73510 -1.12787
H 4.06448 2.02088 -1.13210
H -2.77658 -1.14620 -1.75165
H 1.57104 0.70764 -0.07072
H 0.17327 -2.33338 1.89545
H 0.07037 -0.66804 1.52947
H 0.11501 1.57061 1.07720
H 3.13412 0.02094 -0.24506
O 0.23880 0.71230 0.63051
```

Output
Multiplicity   1
Charge   +1
Frontier orbital gap   0.14799 Ha
LUMO level   -9.4 eV

B.
DFT (ωB97M-V/def2-TZVPD) results for a 2-piece molecular cluster, C4H15N2O overall.

```
22
C4H15N2O (ωB97M-V/def2-TZVPD)
C -2.20059 -0.41419 0.28064
C -1.11398 0.07006 1.24089
C -0.05722 0.97375 0.60960
C 1.38401 1.25039 -1.37567
N 0.69593 0.28869 -0.48392
N -1.59863 -0.95416 -0.98138
H -2.90205 0.38647 0.05544
H -2.71830 -1.21767 0.78010
H -1.59676 0.64958 2.03337
H -0.65703 -0.78352 1.72964
H 0.64523 1.32276 1.36594
H -0.57772 1.83716 0.17354
H 0.67083 1.61783 -2.11671
H 2.23911 0.76360 -1.83894
H 1.72750 2.08446 -0.76142
H 1.41398 -0.31226 -0.05108
H -0.03506 -0.33193 -0.93000
H -1.66893 -1.96382 -0.97985
H -2.11779 -0.63864 -1.79139
H 2.33969 -2.01412 1.43044
H 3.52621 -1.37802 0.68619
O 2.60156 -1.23644 0.92455
```

Output
Multiplicity   1
Charge   +1
Frontier orbital gap   0.41506 Ha
LUMO level   -2.7 eV

Of them, A has the lowest stability.